Record 1
ORCA calculation (ωB97M-V/def2-TZVPD) on a single C4H6O2 molecule.

Its HOMO-LUMO gap is 8.69 eV. Its SMILES is O[C@@]12CO[C@@H]1C2. As for the LUMO energy: 0.562 eV. Its spin multiplicity is 1. The calculation puts the HOMO energy at -8.124 eV. The calculation puts the energy relative to the best compared isomer or geometry (same formula, charge and spin) at 106.8 kcal/mol.

```
12
Properties=species:S:1:pos:R:3:forces:R:3:lowdin_charge:R:1
H -0.5150 -2.0457 -0.9950 0.19 0.13 -0.15 0.1188
H 1.6532 -0.0902 1.2134 0.24 0.19 0.07 0.1265
H -0.3820 0.8703 -1.2322 -0.69 1.41 -0.39 0.1422
C -0.6460 1.2041 -0.1865 0.29 -0.79 -0.79 -0.1062
C 1.2506 0.3551 0.2974 0.33 -0.27 0.15 -0.1253
H -1.0232 -0.0922 1.5965 -0.25 0.38 -0.04 0.1264
C 0.0638 -0.4042 -0.2364 0.17 -0.51 0.96 -0.4230
H 2.0533 0.5088 -0.4329 -0.13 -0.20 0.01 0.1365
O 0.5532 1.5832 0.4849 0.13 0.02 0.05 -0.1181
C -1.1234 -0.0643 0.5157 -0.12 -0.39 0.14 -0.0692
O 0.1909 -1.4035 -1.1567 -0.28 0.20 -0.05 0.0700
H -2.0753 -0.4214 0.1318 0.12 -0.17 0.04 0.1216
```
Forces are in eV/Å.



Record 2
ORCA calculation (ωB97M-V/def2-TZVPD) on a single C4H6O2 molecule.

Its HOMO-LUMO gap is 10.39 eV. Its SMILES is CC(=O)CC=O. As for the LUMO energy: 0.472 eV. Its spin multiplicity is 1. The calculation puts the HOMO energy at -9.916 eV. The calculation puts the energy relative to the best compared isomer or geometry (same formula, charge and spin) at 24.3 kcal/mol.

```
12
Properties=species:S:1:pos:R:3:forces:R:3:lowdin_charge:R:1
O -0.0995 1.8430 0.3572 0.45 -0.35 -0.02 0.0888
C 0.2963 0.7017 0.2518 0.16 0.30 -0.04 -0.4920
H -0.5558 -0.1515 1.9940 -0.79 0.00 -0.46 0.1306
H 0.9773 -0.3946 -1.4372 0.04 0.18 0.17 0.0991
C 1.3989 0.2360 -0.6410 0.22 0.18 -0.04 -0.0048
H 2.0676 -0.4025 -0.0561 0.08 0.13 -0.14 0.0930
H 1.9179 1.0958 -1.0538 0.13 -0.09 -0.13 0.0879
O -1.6210 -1.1838 -1.0056 -0.16 0.21 0.53 0.0565
C -0.4635 -0.4160 0.9317 -0.16 -0.14 -0.15 -0.0703
H -2.3214 0.4613 -0.0923 0.10 -0.25 0.38 0.1367
H 0.0290 -1.3865 0.8350 -0.02 0.19 -0.02 0.1166
C -1.6258 -0.4029 -0.0838 -0.04 -0.36 -0.08 -0.2421
```
Forces are in eV/Å.